ORCA calculation (ωB97M-V/def2-TZVPD) on a molecular structure, C42H30F12N4O3SW at a distorted geometry.

Last column: Mulliken charge in e.
Geometry (Å):
W  0.47614  -0.13543  -0.73264  0.199
S  2.07721  -0.47941  -2.78205  -0.579
F  1.80548  3.62102  -0.18164  -0.233
F  3.62089  -0.21855  1.92229  -0.189
F  3.12855  -3.85779  -1.16523  -0.322
F  3.09901  -3.67152  0.97368  -0.292
F  -0.78484  -4.49927  -0.86030  -0.153
F  1.10850  -5.49927  -0.48617  -0.278
F  4.59233  1.69536  2.01334  -0.275
F  0.85381  -4.25986  -2.24213  -0.250
F  3.11391  -1.91701  -0.27044  -0.176
F  3.71296  2.86698  -0.89638  -0.219
F  4.64868  0.54667  0.17602  -0.222
F  3.57883  3.80498  1.03545  -0.259
O  1.99997  0.91640  -0.32181  0.369
O  -1.21713  -0.52120  0.07538  1.175
O  0.58008  -2.05428  -0.94445  0.166
N  -0.80494  -0.77448  -2.54391  1.324
N  -0.41105  -0.51380  -3.83236  -1.978
N  1.29283  -0.08293  -5.26462  -0.318
N  0.91388  -0.61948  1.32538  0.407
C  -3.58206  -2.85485  -1.37915  -0.898
C  -0.34268  0.73761  2.96734  0.469
C  0.55134  -4.36511  -0.94284  0.013
C  -0.15406  -4.24648  3.26167  0.209
C  -1.86440  2.51138  0.63044  0.161
C  -2.54162  -1.92394  -1.29382  0.767
C  -0.53462  1.74213  -1.37465  0.373
C  0.50872  2.95428  -3.39866  0.384
C  0.70247  0.57465  2.04804  -0.292
C  -0.50636  2.63560  -2.38877  -0.723
C  0.56980  3.96985  4.73815  -1.761
C  -1.83781  1.90827  -0.62479  -0.360
C  1.58476  1.66237  1.90231  -0.458
C  0.51004  -1.93103  3.36494  -0.840
C  0.51125  -3.04122  1.25679  0.556
C  1.52119  2.74574  2.76576  -1.069
C  2.93368  2.99580  0.18440  0.180
C  0.08768  -4.19887  1.89818  -0.619
C  0.55417  2.82974  3.75941  0.623
C  -4.24151  1.67041  -0.51319  -0.956
C  2.56931  1.59219  0.75563  1.820
C  0.10587  3.63794  -4.55114  -0.968
C  2.36740  3.69598  -5.35613  -0.482
C  0.62195  -1.82426  1.96828  0.205
C  -2.92472  -1.78682  1.09062  -0.252
C  0.85456  -0.34309  -4.01888  0.833
C  3.87916  0.88384  1.21395  0.493
C  -3.94036  -2.71288  0.98246  -0.733
C  -0.62005  -5.51938  3.91491  -1.673
C  -4.27254  -3.25745  -0.25725  -1.022
C  2.60808  -3.15435  -0.15421  0.465
C  -4.24936  2.21677  0.76269  -0.654
C  -1.85077  -1.51758  -2.48763  -0.959
C  -3.05866  2.65745  1.32045  -0.798
C  1.02203  3.99393  -5.52517  -0.719
C  -0.40808  1.82865  3.80861  -1.476
C  1.01782  -3.10745  -0.17080  0.492
C  0.13182  -3.10092  3.99011  -1.144
C  2.78429  3.03962  -4.20737  -1.265
C  1.86298  2.67327  -3.24133  0.500
C  -2.20479  -1.39923  -0.03849  0.496
C  -3.05049  1.53328  -1.20697  -0.001
H  0.74494  -1.07478  3.97783  0.625
H  -5.07005  -3.98357  -0.33495  0.401
H  -3.83289  -3.25989  -2.35277  0.469
H  2.24610  3.54373  2.68991  0.701
H  -3.04691  1.11113  -2.20554  0.501
H  -1.50564  -5.91163  3.41299  0.345
H  -2.24262  -1.86927  -3.43734  0.526
H  -5.17805  2.30449  1.31202  0.414
H  -2.65985  -1.35486  2.04686  0.289
H  -0.35626  4.01221  5.30943  0.397
H  -4.48225  -3.01491  1.86921  0.485
H  -0.85932  -5.35562  4.96472  0.415
H  -0.94181  3.88656  -4.67839  0.427
H  -0.03888  -5.11236  1.33583  0.555
H  -3.05657  3.12264  2.29882  0.458
H  2.27948  -0.01278  -5.42504  0.233
H  -5.17056  1.35780  -0.97433  0.425
H  3.08682  3.99005  -6.11004  0.413
H  0.68897  4.51739  -6.41259  0.393
H  2.18768  2.18418  -2.34470  0.868
H  3.83440  2.82239  -4.05270  0.418
H  -1.38640  3.26621  -2.50126  0.434
H  0.70879  4.92220  4.22596  0.401
H  -1.21943  1.89423  4.52453  0.357
H  1.39756  3.84730  5.43950  0.324
H  -1.10546  -0.02445  3.01847  0.331
H  0.64285  -0.04646  -6.02990  0.236
H  0.05920  -3.11437  5.07146  0.404
H  0.15468  -6.28704  3.85981  0.313
H  -0.93903  2.88651  1.05088  0.631

HOMO energy = -7.569 eV
frontier orbital gap = 5.66 eV
DFT total energy = -101416.984 eV
M = 1082.6 g/mol